C19H50CdN3O8 | ωB97M-V with the def2-TZVPD basis set

Computed properties:
DFT total energy in Ha: -1687.410826
Highest occupied orbital energy in eV: -10.47
LUMO energy in eV: -4.46
Frontier orbital gap in eV: 6.0

```
! RIJCOSX wB97M-V def2-TZVPD def2/J DEFGRID3
* xyz 1 1
Cd -2.6278 -2.6098 15.1838
C -1.8951 0.7283 14.8584
O -1.9953 -0.6624 14.8262
H -2.7223 1.1938 14.3107
H -1.8234 1.0999 15.8861
H -1.0051 1.1554 14.3735
C 0.3837 5.5827 22.6230
O -0.0916 4.2756 22.4160
C -1.5295 4.2318 22.5147
C -1.9587 2.9405 21.8254
N -1.2436 2.7790 20.5658
C -1.4181 1.4436 20.0311
C -0.9422 1.3200 18.5881
O 0.4507 1.0847 18.5737
C 0.9157 0.8603 17.2621
H 1.4454 5.6842 22.3884
H 0.3403 5.8950 23.6730
H -0.1346 6.3128 21.9955
H -1.8802 5.1195 21.9859
H -1.7867 4.2195 23.5755
H -3.0303 2.9647 21.6159
H -1.7830 2.0820 22.4878
H -0.2657 3.0080 20.6749
H -2.4748 1.1539 20.0286
H -0.9362 0.6919 20.6726
H -1.1769 2.2008 17.9812
H -1.4404 0.4448 18.1374
H 0.4855 -0.0614 16.8475
H 1.9957 0.7689 17.3359
H 0.6432 1.6688 16.5761
C -1.4848 9.3722 21.7266
O -0.7157 8.5296 20.9113
C -1.4765 7.9316 19.8762
C -0.6883 6.8516 19.1933
N -1.4978 6.1714 18.1739
C -0.7744 5.0984 17.5207
C -1.6381 4.3573 16.5224
O -1.7881 5.1769 15.3857
C -2.6062 4.7181 14.3499
H -2.2619 9.9088 21.1677
H -0.8478 10.1457 22.1546
H -1.9760 8.8088 22.5280
H -1.7137 8.7073 19.1320
H -2.4176 7.5750 20.3077
H -0.4219 6.0699 19.9123
H 0.2425 7.2078 18.7368
H -1.6673 6.8313 17.4156
H -0.4303 4.3422 18.2354
H 0.1317 5.4157 16.9826
H -2.5603 4.0484 17.0336
H -1.1176 3.4315 16.2333
H -2.3036 3.8322 13.7809
H -2.6515 5.5123 13.5971
H -3.6391 4.6773 14.7221
C -4.0720 -3.5078 12.3833
O -4.1142 -2.7431 13.5795
C -5.3801 -2.1740 13.9240
C -5.2097 -1.3745 15.2178
N -4.5457 -2.1782 16.2848
C -4.0972 -1.3116 17.4046
C -2.9568 -2.0532 18.1183
O -1.9581 -2.5889 17.2298
C -0.7425 -2.9201 17.8962
H -3.0839 -3.9319 12.1996
H -4.3553 -2.8511 11.5616
H -4.6829 -4.4170 12.3922
H -6.1102 -2.9715 14.0928
H -5.6495 -1.5050 13.1056
H -6.2143 -1.1041 15.5639
H -4.7227 -0.4290 14.9812
H -5.3398 -2.7264 16.6001
H -4.9228 -1.2171 18.1121
H -3.7711 -0.3229 17.0922
H -3.3287 -2.8644 18.7510
H -2.4295 -1.3663 18.7868
H 0.0381 -3.2659 17.2189
H -0.8099 -3.6481 18.7048
H -0.3540 -1.9621 18.2654
O -0.3979 -1.1026 12.4491
H -0.3058 -1.9903 12.8015
H -0.9583 -0.6487 13.1008
*
```

Results of the Löwdin charge analysis, in e, for atoms 1 through 5: 1.49, -0.28, -0.51, 0.07, 0.04